# C4H14BNO3PS

A 2-piece molecular cluster, C4H14BNO3PS overall (ωB97M-V/def2-TZVPD, the OMol25 dataset).

Structure (XYZ):
```
25
C4H14BNO3PS | the OMol25 dataset | ωB97M-V/def2-TZVPD
C -0.365 2.288 1.414
C 0.214 1.242 2.374
O 0.266 1.826 3.709
C 1.581 0.718 1.973
B 1.725 0.073 0.474
P 0.717 -1.607 0.364
S 1.497 -3.323 -0.333
H -1.262 1.935 0.902
H -0.629 3.181 1.981
H 0.358 2.546 0.641
H -0.470 0.385 2.434
H -0.263 1.270 4.291
H 1.869 -0.037 2.717
H 2.294 1.545 2.093
H 1.278 0.776 -0.414
H 2.873 -0.228 0.226
H -0.491 -1.376 -0.324
H 0.128 -1.861 1.627
C -2.067 -1.756 -3.966
N -1.036 -0.807 -3.460
O 0.059 -0.839 -3.975
O -1.378 -0.075 -2.556
H -1.625 -2.344 -4.762
H -2.368 -2.373 -3.124
H -2.909 -1.161 -4.308
```

Results
* net charge: -1
* 2S+1: 1
* HOMO energy: -0.1431 hartree
* total energy: -1205.625043 Eh

# C4H14LiN4O5

C4H14LiN4O5 as an isolated structure at a distorted geometry (ωB97M-V/def2-TZVPD, the OMol25 dataset).

Structure (XYZ):
```
28
C4H14LiN4O5 | the OMol25 dataset | ωB97M-V/def2-TZVPD
Li 0.053 -9.021 8.010
O -4.477 -13.208 3.930
C -4.748 -12.556 5.177
C -3.904 -12.854 6.448
O -2.525 -12.533 6.325
H -5.764 -12.872 5.413
H -4.970 -11.495 5.067
H -3.937 -13.882 6.810
H -4.376 -12.414 7.327
C -3.629 -7.766 12.054
O -2.520 -8.076 11.712
N -4.652 -8.609 12.001
N -4.105 -6.594 12.263
H -4.422 -9.592 11.963
H -5.523 -8.336 12.433
H -5.070 -6.562 12.557
H -3.488 -5.795 12.277
C 5.895 -9.110 8.704
O 4.756 -9.105 8.831
N 6.685 -10.065 8.808
N 6.622 -8.021 8.418
H 7.649 -9.864 8.581
H 6.265 -10.979 8.901
H 7.585 -7.966 8.718
H 6.074 -7.176 8.341
O -1.111 -6.266 5.763
H -1.613 -6.463 4.972
H -0.751 -5.393 5.607
```

Results
* net charge: -1
* 2S+1: 1
* HOMO energy: -0.0357 hartree
* total energy: -763.340043 Eh

# C4H14N

A 2-piece molecular cluster, C4H14N overall at a distorted geometry (ωB97M-V/def2-TZVPD, the OMol25 dataset).

Structure (XYZ):
```
19
C4H14N | the OMol25 dataset | ωB97M-V/def2-TZVPD
C -1.314 0.593 -2.966
C -1.786 -0.400 -1.925
H -1.381 0.072 -3.968
H -1.778 1.570 -3.064
H -0.259 0.752 -3.224
H -1.825 -0.109 -0.874
H -2.768 -0.591 -2.380
H -1.178 -1.314 -1.898
C 0.638 -0.190 1.496
C 0.836 -0.814 2.869
N 1.692 0.850 1.136
H 0.814 -0.929 0.707
H -0.334 0.283 1.417
H 1.827 -0.611 3.257
H 0.879 -1.905 2.717
H 2.632 0.392 0.916
H 1.379 1.442 0.349
H 1.916 1.552 1.881
H 0.011 -0.644 3.554
```

Results
* net charge: 0
* 2S+1: 2
* HOMO energy (alpha / beta): -0.1363 / -0.4074 hartree
* <S²>: 0.7506
* total energy: -215.391525 Eh
* energy relative to the best compared isomer or geometry (same formula, charge and spin): 1.105 eV